# 1
# C28H30Cl36IN2O

A cluster of 10 separate species, C28H30Cl36IN2O in total in a non-equilibrium geometry (ωB97M-V/def2-TZVPD, the Open Molecules 2025 dataset).

Last column: Löwdin charge in e.
Element x y z (Å)
C -0.833 2.653 -0.091  -0.14
C -2.420 2.668 -0.230  -0.21
C -3.064 1.523 0.640  -0.22
C -4.217 0.732 -0.063  -0.19
C -3.809 -0.103 -1.338  -0.21
C -2.324 -0.571 -1.412  -0.21
C -2.021 -1.896 -0.603  -0.12
C -0.510 -2.238 -0.879  -0.23
C -0.130 -3.766 -1.187  -0.08
N 1.374 -3.607 -1.346  -0.08
C 2.211 -4.827 -1.027  0.02
C 1.866 -2.467 -0.518  -0.20
C 2.828 -1.428 -1.153  -0.15
C 4.218 -1.401 -0.758  -0.02
C 4.956 -0.377 -1.450  -0.05
C 4.295 0.462 -2.393  -0.13
N 2.991 0.505 -2.766  0.10
C 2.341 -0.473 -2.095  -0.11
C 0.568 -1.962 0.224  -0.19
C 0.592 -0.587 0.969  -0.09
C 0.921 -0.922 2.462  -0.80
O 0.085 -1.003 3.279  -0.09
I 2.980 -1.315 3.082  0.85
H -0.350 2.226 -1.006  0.02
H -0.499 2.009 0.761  0.03
H -0.420 3.672 0.095  0.04
H -2.724 3.649 0.220  0.10
H -2.719 2.665 -1.302  0.10
H -2.304 0.784 0.985  0.07
H -3.524 2.021 1.533  0.11
H -4.788 0.069 0.631  0.11
H -4.960 1.500 -0.414  0.11
H -4.483 -0.987 -1.493  0.12
H -3.969 0.557 -2.232  0.03
H -1.570 0.221 -1.187  0.10
H -2.143 -0.859 -2.485  0.06
H -2.166 -1.746 0.499  0.13
H -2.660 -2.738 -0.969  0.10
H -0.355 -1.794 -1.903  0.12
H -0.474 -4.347 -0.300  0.11
H -0.505 -4.096 -2.180  0.14
H 1.482 -3.562 -2.366  0.19
H 2.036 -5.191 0.009  0.11
H 2.065 -5.632 -1.789  0.11
H 3.282 -4.506 -1.080  0.11
H 2.488 -2.852 0.334  0.11
H 4.654 -2.093 -0.015  0.09
H 6.037 -0.242 -1.252  0.10
H 4.941 1.208 -2.915  0.12
H 1.247 -0.534 -2.324  0.11
H 0.425 -2.736 1.030  0.13
H -0.450 -0.195 0.971  0.09
H 1.309 0.149 0.537  0.13
C -2.447 -7.306 -1.555  -2.03
Cl -3.080 -8.572 -0.498  0.56
Cl -3.078 -5.730 -1.035  0.53
Cl -0.670 -7.294 -1.463  0.51
Cl -2.946 -7.620 -3.222  0.55
C 0.531 5.946 -2.560  -2.00
Cl 1.565 6.956 -1.538  0.52
Cl 1.105 4.272 -2.501  0.52
Cl -1.144 6.011 -1.968  0.51
Cl 0.586 6.539 -4.226  0.52
C -1.069 1.712 5.281  -2.01
Cl -2.395 0.535 5.327  0.51
Cl -1.357 2.973 6.488  0.55
Cl 0.463 0.895 5.636  0.55
Cl -0.987 2.445 3.667  0.52
C 0.086 7.132 2.485  -2.02
Cl -0.552 5.822 3.496  0.50
Cl -0.490 8.689 3.102  0.54
Cl 1.858 7.099 2.526  0.52
Cl -0.467 6.913 0.817  0.46
C 7.220 -0.395 3.438  -2.04
Cl 6.611 -1.668 4.512  0.50
Cl 6.575 1.170 3.952  0.53
Cl 8.987 -0.360 3.509  0.54
Cl 6.703 -0.727 1.771  0.49
C 0.736 -4.958 4.496  -2.01
Cl 0.083 -6.212 5.556  0.52
Cl 0.109 -3.387 5.000  0.55
Cl 2.503 -4.939 4.585  0.51
Cl 0.237 -5.285 2.818  0.50
C -1.709 0.755 -5.154  -2.01
Cl -0.681 1.784 -4.145  0.52
Cl -1.130 -0.924 -5.054  0.51
Cl -3.387 0.839 -4.582  0.59
Cl -1.634 1.301 -6.833  0.55
C 0.102 10.211 -6.314  -2.04
Cl 0.611 8.667 -7.025  0.50
Cl 1.529 11.206 -5.986  0.52
Cl -0.962 11.058 -7.447  0.53
Cl -0.768 9.908 -4.800  0.50
C -3.811 -4.337 5.544  -2.03
Cl -5.417 -4.770 6.149  0.54
Cl -3.619 -2.575 5.565  0.49
Cl -2.569 -5.076 6.565  0.49
Cl -3.628 -4.926 3.880  0.50

Properties
charge: +1
2S+1: 1
HOMO level: -12.10 eV



# 2
# C6H9FO6S

An isolated molecule of C6H9FO6S in a non-equilibrium geometry (ωB97M-V/def2-TZVPD, the Open Molecules 2025 dataset).

Last column: Löwdin charge in e.
Element x y z (Å)
O 3.771 -0.649 -0.393  -0.02
C 2.875 0.276 0.049  -0.24
O 3.161 0.929 1.361  -0.02
C 1.491 0.611 -0.829  -0.01
C 0.496 -0.670 -0.594  -0.24
O 0.784 -1.427 0.670  -0.23
S -0.691 -2.183 1.092  0.91
O -0.442 -3.736 0.978  -0.31
O -1.260 -1.638 2.440  -0.32
O -1.788 -1.531 -0.083  -0.22
C -1.090 -0.577 -0.999  -0.23
C -1.931 0.809 -0.757  -0.11
C -1.505 1.656 0.582  -0.11
F -2.774 2.304 1.081  -0.15
H 3.024 0.163 2.023  0.14
H 1.101 1.632 -0.412  0.11
H 1.785 0.785 -1.968  0.16
H 0.923 -1.448 -1.393  0.17
H -1.107 -0.800 -2.152  0.17
H -1.931 1.437 -1.755  0.13
H -3.067 0.482 -0.592  0.15
H -1.010 1.014 1.426  0.13
H -0.816 2.563 0.225  0.13

Properties
charge: 0
2S+1: 1
SMILES string: O=C(O)C[C@H]1OS(=O)(=O)O[C@H]1CCF
HOMO level: -11.10 eV



# 3
# C13H42O8

A cluster of 8 separate species, C13H42O8 in total in a non-equilibrium geometry (ωB97M-V/def2-TZVPD, the Open Molecules 2025 dataset).

Last column: Löwdin charge in e.
Element x y z (Å)
C -0.058 -0.567 -2.809  -0.08
C 0.483 -0.790 -4.222  -0.33
O -0.206 0.035 -5.143  -0.07
H -0.160 0.472 -2.510  0.07
H 0.638 -1.038 -2.111  0.06
H -0.979 -1.148 -2.799  0.06
H 0.405 -1.849 -4.491  0.11
H 1.565 -0.585 -4.222  0.10
H -0.018 -0.302 -6.024  0.08
C -3.302 3.424 3.185  -0.09
C -3.279 1.889 2.976  -0.25
O -2.012 1.410 3.514  -0.11
H -2.832 3.916 2.333  0.07
H -2.865 3.698 4.142  0.08
H -4.339 3.771 3.209  0.07
H -3.401 1.757 1.903  0.10
H -3.960 1.450 3.698  0.12
H -1.330 2.080 3.395  0.09
C 3.939 -0.786 0.151  -0.08
C 4.947 -1.817 -0.347  -0.27
O 4.286 -3.094 -0.426  -0.11
H 4.417 0.187 0.002  0.07
H 3.591 -0.857 1.177  0.08
H 3.087 -0.779 -0.532  0.07
H 5.785 -1.864 0.361  0.11
H 5.364 -1.712 -1.353  0.12
H 4.730 -3.622 -1.092  0.09
C -3.453 -2.376 0.326  -0.09
C -2.965 -2.705 -1.076  -0.28
O -3.065 -4.147 -1.210  -0.10
H -3.012 -3.043 1.066  0.08
H -4.533 -2.359 0.471  0.07
H -3.123 -1.378 0.640  0.05
H -1.904 -2.507 -1.220  0.09
H -3.633 -2.251 -1.811  0.11
H -2.215 -4.488 -1.494  0.07
C 2.246 3.114 0.732  -0.09
C 2.913 2.276 1.833  -0.32
O 3.091 3.161 2.933  -0.07
H 1.411 3.668 1.171  0.07
H 1.784 2.612 -0.120  0.06
H 2.985 3.836 0.386  0.07
H 3.892 1.968 1.466  0.09
H 2.267 1.416 2.019  0.10
H 3.979 3.059 3.279  0.08
C -0.449 0.148 0.615  -0.16
O -0.903 -0.461 1.806  -0.13
H -1.260 0.262 -0.117  0.07
H 0.024 1.125 0.740  0.06
H 0.228 -0.545 0.118  0.06
H -1.481 0.147 2.312  0.03
C 1.203 -3.450 1.097  -0.17
O 1.625 -3.953 -0.150  -0.14
H 1.598 -4.076 1.906  0.08
H 1.573 -2.424 1.225  0.06
H 0.125 -3.376 1.236  0.07
H 2.588 -3.873 -0.181  0.03
C -2.447 3.082 -1.842  -0.18
O -2.757 2.000 -2.708  -0.11
H -1.536 3.616 -2.113  0.08
H -3.188 3.891 -1.810  0.08
H -2.384 2.744 -0.801  0.06
H -3.720 2.010 -2.686  0.08

Properties
charge: 0
2S+1: 1
SMILES string: CCO.CCO.CCO.CCO.CCO.CO.CO.CO
HOMO level: -9.58 eV



# 4
# C4H4S

A structure of composition C4H4S in a non-equilibrium geometry (ωB97M-V/def2-TZVPD, the Open Molecules 2025 dataset).

Last column: Löwdin charge in e.
Element x y z (Å)
C -1.140 2.023 -1.023  -0.09
C -0.849 1.615 0.135  -0.73
C 0.253 -0.864 0.251  -0.05
C 0.288 0.236 0.970  0.01
S -2.011 2.655 0.789  0.68
H -1.179 2.284 -2.007  0.03
H 0.866 -1.838 0.523  0.10
H -0.232 -0.881 -0.680  0.03
H 0.479 0.614 1.873  0.02

Properties
charge: 0
2S+1: 1
HOMO level: -7.92 eV



# 5
# C12H10Br2N2O3Os

A structure of composition C12H10Br2N2O3Os (ωB97M-V/def2-TZVPD, the Open Molecules 2025 dataset).

Last column: Löwdin charge in e.
Element x y z (Å)
Os 1.064 -1.757 0.009  1.33
C -2.372 -2.171 -1.240  0.01
C -1.833 -0.835 -0.863  -0.24
C -2.429 0.377 -1.252  0.06
C -1.775 1.573 -1.070  0.07
C -0.525 1.632 -0.409  -0.17
C 0.355 2.814 -0.436  -0.65
Br -0.335 4.378 0.323  0.91
C 1.537 2.792 -1.059  -0.12
C 2.174 1.628 -1.696  -0.62
Br 3.955 1.771 -2.326  0.93
C 1.738 0.407 -1.812  -0.24
O 1.374 -0.724 -1.922  0.02
C -0.146 0.439 0.118  -0.30
N -0.698 -0.756 -0.167  0.01
H -3.457 -2.182 -1.153  0.11
H -1.959 -2.958 -0.612  0.08
H -2.128 -2.388 -2.283  0.11
H -3.375 0.347 -1.775  0.15
H -2.196 2.491 -1.461  0.15
H 2.127 3.699 -1.113  0.12
N 0.833 -2.352 2.031  -0.08
C 1.320 -1.215 2.871  -0.07
C 0.799 0.091 2.325  -0.31
O 0.272 0.998 2.822  0.29
O 1.045 0.131 0.830  -0.10
H -0.132 -2.563 2.283  0.13
H 1.359 -3.185 2.292  0.13
H 2.411 -1.191 2.838  0.15
H 1.001 -1.293 3.909  0.16

Properties
charge: +2
2S+1: 1
HOMO level: -15.00 eV



# 6
# C27H26GaN8O3S

A structure of composition C27H26GaN8O3S (ωB97M-V/def2-TZVPD, the Open Molecules 2025 dataset).

Last column: Löwdin charge in e.
Element x y z (Å)
Ga -0.689 -0.070 0.402  0.53
N 3.908 2.504 -6.138  0.12
C 3.429 1.812 -5.054  -0.31
C 2.113 1.330 -5.044  -0.02
C 1.622 0.665 -3.941  -0.05
C 2.434 0.485 -2.826  -0.32
C 3.741 0.958 -2.818  -0.06
C 4.236 1.612 -3.926  -0.02
S 1.799 -0.384 -1.462  0.65
O 2.868 -0.671 -0.538  -0.31
O 0.996 -1.477 -1.950  -0.30
N 0.684 0.634 -0.757  -0.10
C 1.054 1.917 -0.351  -0.45
N 0.036 2.637 0.142  0.11
C 0.335 3.856 0.581  -0.10
C 1.614 4.378 0.509  -0.04
C 2.580 3.547 -0.031  -0.09
N 2.316 2.312 -0.449  0.15
H 3.415 2.415 -7.010  0.10
H 4.904 2.611 -6.227  0.10
H 1.485 1.474 -5.914  0.11
H 0.614 0.273 -3.944  0.12
H 4.352 0.811 -1.940  0.11
H 5.255 1.979 -3.928  0.12
H -0.482 4.434 0.998  0.12
H 1.844 5.373 0.857  0.11
H 3.610 3.872 -0.126  0.12
N -2.441 0.952 0.081  0.11
C -3.453 0.438 0.985  -0.23
C -4.681 0.075 0.457  -0.02
C -5.662 -0.460 1.274  -0.07
C -5.403 -0.629 2.625  -0.06
C -4.170 -0.266 3.142  -0.02
C -3.163 0.279 2.344  -0.12
C -1.844 0.619 2.961  -0.18
C -1.816 1.149 4.251  -0.03
C -0.610 1.393 4.889  -0.07
C 0.586 1.105 4.248  -0.07
C 0.564 0.597 2.957  -0.10
C -0.638 0.358 2.295  -0.14
H -2.786 0.967 -0.873  0.13
H -2.133 1.898 0.314  0.11
H -4.871 0.218 -0.600  0.12
H -6.620 -0.738 0.857  0.11
H -6.155 -1.051 3.277  0.11
H -3.966 -0.429 4.192  0.12
H -2.743 1.384 4.759  0.11
H -0.606 1.810 5.887  0.11
H 1.529 1.290 4.745  0.11
H 1.504 0.397 2.451  0.10
C -2.292 -4.211 -0.840  0.03
N -1.012 -3.949 -0.180  -0.01
C -0.152 -4.948 0.172  0.00
C 1.041 -4.685 0.740  0.04
C 1.382 -3.312 0.937  -0.32
N 0.492 -2.355 0.678  0.18
C -0.656 -2.668 0.098  -0.46
O -1.466 -1.730 -0.210  0.03
N 2.580 -2.933 1.370  0.21
H -2.374 -5.280 -1.012  0.10
H -2.326 -3.680 -1.788  0.11
H -3.111 -3.872 -0.209  0.11
H -0.484 -5.952 -0.049  0.14
H 1.724 -5.482 0.990  0.12
H 3.311 -3.614 1.483  0.13
H 2.846 -1.973 1.187  0.10

Properties
charge: +1
2S+1: 1
HOMO level: -10.31 eV



no.,frontier orbital gap (eV)
1,9.424
2,10.756
3,10.072
4,8.013
5,6.788
6,8.150